{"formula": "C4H27NO9", "method": "ωB97M-V/def2-TZVPD", "symbols": ["C", "O", "C", "C", "C", "N", "H", "H", "H", "H", "H", "H", "H", "H", "H", "H", "H", "O", "H", "H", "O", "H", "H", "O", "H", "H", "O", "H", "H", "O", "H", "H", "O", "H", "H", "O", "H", "H", "O", "H", "H"], "positions_angstrom": [[2.2459, 3.9845, -0.9919], [1.4461, 3.3670, 0.0211], [0.0772, 3.1834, -0.2862], [-0.6928, 2.6994, 0.8566], [-2.1424, 2.4864, 0.3152], [-0.6858, 3.5237, 2.0687], [2.0280, 3.5261, -1.9749], [3.2919, 3.7752, -0.7005], [2.0329, 5.0530, -1.0158], [-0.3931, 4.1283, -0.6213], [0.0665, 2.4405, -1.0884], [-0.4246, 1.6625, 1.1160], [-2.8088, 2.0128, 1.1194], [-2.1394, 1.7681, -0.5587], [-2.6538, 3.3908, 0.0767], [-0.8082, 4.4780, 1.7717], [0.2981, 3.3905, 2.4039], [1.7196, -4.6829, -0.3361], [2.0755, -4.4337, -1.2140], [0.7902, -4.8499, -0.3108], [2.0047, -3.0998, 2.0317], [2.5331, -3.5834, 2.6587], [1.9031, -3.5780, 1.1871], [0.3003, -0.8978, 0.7774], [0.9784, -1.2605, 1.3227], [-0.5569, -1.1230, 1.1930], [2.1718, 0.9082, -1.2030], [1.9924, 1.6092, -0.4924], [2.5282, 0.1208, -0.7761], [-2.2548, -1.6900, 1.4928], [-2.5393, -1.9082, 0.5586], [-2.8415, -0.9859, 1.7934], [-0.2020, -0.9830, -2.0253], [0.2564, -0.2018, -2.3325], [0.0695, -1.0907, -1.0794], [-0.8197, -5.2449, -0.5316], [-1.3833, -4.4847, -0.8133], [-1.1964, -5.5645, 0.2958], [-2.0427, -2.7072, -1.2109], [-1.3796, -2.1854, -1.6883], [-2.8448, -2.9530, -1.8093]], "forces_ev_per_angstrom": [[-0.253, -0.629, 0.206], [0.553, 0.031, 0.523], [1.069, 0.761, -1.470], [-2.567, -1.756, 0.658], [-0.421, -2.001, 1.075], [1.535, -1.182, -0.206], [0.203, 0.224, 0.315], [-0.531, 0.308, -0.317], [0.141, 0.109, -0.104], [0.337, -0.104, -0.172], [-0.501, 0.113, -0.260], [0.548, 0.445, 0.156], [1.115, 0.525, -0.948], [-0.009, 0.932, 0.822], [-0.186, 0.869, -0.518], [0.161, 0.523, 0.181], [-1.217, 0.799, -0.029], [2.919, 0.743, 0.043], [-0.964, -0.335, 0.842], [-1.550, -0.220, -0.879], [-0.585, 0.929, -0.292], [0.211, -0.454, -0.131], [0.393, -0.407, 0.259], [-0.957, 0.652, -0.818], [0.823, -0.751, 0.785], [0.212, -0.123, -0.048], [-0.295, 1.153, 0.822], [0.411, -1.465, -1.037], [-0.153, 0.262, 0.197], [-0.564, -0.135, -1.118], [0.552, 0.218, 1.122], [0.037, -0.090, -0.052], [0.011, -0.583, 0.737], [0.254, 0.247, 0.016], [0.105, 0.486, -0.398], [-0.837, 0.263, -0.119], [0.503, -0.280, 0.346], [-0.057, 0.060, -0.077], [-2.776, -1.532, -0.706], [-0.173, 0.374, -0.719], [2.505, 1.024, 1.315]], "total_charge": 0, "energy_ev": -24504.1069, "relative_energy_ev": 1.517, "smiles": "COC[C@H](C)N.O.O.O.O.O.O.O.O", "homo_lumo_gap_ev": 9.942, "multiplicity": 1}

---

{"formula": "CH12O7", "method": "ωB97M-V/def2-TZVPD", "symbols": ["O", "C", "O", "H", "H", "O", "H", "H", "O", "H", "H", "O", "H", "H", "O", "H", "H", "O", "H", "H"], "positions_angstrom": [[0.6120, 0.2888, -0.1458], [1.4744, 0.1555, -0.9723], [2.3284, -0.8643, -1.0473], [1.7641, 0.8830, -1.7290], [2.2412, -1.5370, -0.3366], [1.3929, -2.2823, 1.1241], [2.2131, -2.1706, 1.6205], [0.6821, -1.8813, 1.6361], [0.2732, -1.2378, 3.7855], [0.4460, -1.0966, 4.7204], [-0.1734, -0.4209, 3.4903], [-2.3190, 2.7551, -3.8289], [-2.9274, 2.2943, -3.2418], [-1.9196, 2.1125, -4.4288], [-0.5022, 1.3352, 2.9227], [-1.3179, 1.6068, 3.3634], [-0.6925, 1.5277, 1.9936], [-2.5094, -0.0388, -2.4117], [-1.8755, -0.4994, -1.8481], [-1.9310, 0.5143, -2.9497]], "forces_ev_per_angstrom": [[-0.307, 0.236, -0.299], [0.669, -0.659, 0.913], [0.458, 0.032, -0.515], [-0.309, 0.263, -0.289], [-0.959, 0.409, 0.065], [0.607, -0.427, -0.447], [-0.480, -0.020, 0.443], [0.253, 0.159, 0.265], [-0.256, 0.127, -0.133], [0.047, -0.069, -0.035], [0.330, -0.080, 0.042], [0.273, 0.122, -0.051], [0.005, -0.163, -0.158], [-0.343, 0.083, 0.136], [-0.567, 0.203, -0.115], [0.150, 0.012, 0.099], [0.337, -0.201, -0.042], [0.351, 0.025, -0.074], [-0.189, -0.039, 0.141], [-0.067, -0.015, 0.054]], "total_charge": 0, "energy_ev": -15564.4886, "relative_energy_ev": 0.279, "smiles": "O=CO.O.O.O.O.O", "homo_lumo_gap_ev": 11.181, "multiplicity": 1}

---

{"formula": "C13H38ClGdScSi4", "method": "ωB97M-V/def2-TZVPD", "symbols": ["Sc", "Cl", "C", "C", "H", "H", "H", "H", "H", "H", "Gd", "C", "C", "H", "H", "H", "H", "H", "C", "Si", "C", "C", "Si", "Si", "C", "C", "C", "Si", "C", "C", "C", "H", "H", "H", "H", "H", "H", "H", "H", "H", "H", "H", "H", "H", "H", "H", "H", "H", "H", "H", "H", "H", "H", "H", "H", "H", "H", "H"], "positions_angstrom": [[-0.4322, -0.2628, -4.6731], [0.3475, -2.0118, -3.1265], [1.4736, 0.8214, -4.8956], [-1.5318, -1.5378, -6.0790], [1.4527, 1.2073, -5.9324], [1.5930, 1.6699, -4.1996], [2.3293, 0.1350, -4.7770], [-1.4914, -1.0845, -7.0826], [-2.5921, -1.6313, -5.7928], [-1.1102, -2.5525, -6.1422], [-0.9346, -0.3735, -1.4756], [-2.7050, -1.5330, -0.6524], [-1.6878, 0.8412, -3.2312], [-3.5848, -1.0773, -1.1356], [-2.6310, -2.5861, -0.9601], [-2.7845, -1.4520, 0.4364], [-2.6711, 0.7852, -3.7640], [-1.5306, 1.9455, -3.2821], [3.3929, -0.0333, -0.2383], [2.1589, 1.1611, 0.5447], [2.7722, 1.7686, 2.2258], [1.8606, 2.6013, -0.6418], [0.1832, 0.0736, 1.0482], [0.4383, -2.0386, 1.9531], [1.3405, -1.7197, 3.5788], [-1.2257, -2.8589, 2.2889], [1.4478, -3.1427, 0.8004], [-1.4096, 1.4183, 2.0443], [-0.8232, 1.5518, 3.8331], [-1.4323, 3.0962, 1.1830], [-3.1521, 0.7010, 2.0172], [4.3295, 0.5078, -0.4396], [3.0266, -0.4372, -1.1930], [3.6307, -0.8764, 0.4221], [3.7366, 2.2760, 2.0794], [2.0813, 2.4877, 2.6860], [2.9285, 0.9463, 2.9369], [1.5085, 2.2717, -1.6306], [1.1341, 3.3233, -0.2520], [2.8134, 3.1310, -0.7911], [0.7733, -1.0592, 4.2478], [1.4713, -2.6852, 4.0881], [2.3343, -1.2796, 3.4249], [-1.7560, -3.1173, 1.3653], [-1.0474, -3.7942, 2.8383], [-1.8870, -2.2323, 2.8993], [0.9501, -3.3099, -0.1655], [2.4459, -2.7379, 0.5964], [1.5750, -4.1232, 1.2836], [0.1904, 1.9640, 3.9194], [-1.5156, 2.2257, 4.3582], [-0.8439, 0.5798, 4.3444], [-1.7216, 3.0111, 0.1259], [-2.1781, 3.7287, 1.6867], [-0.4646, 3.6098, 1.2339], [-3.5622, 0.6481, 1.0011], [-3.2061, -0.3013, 2.4581], [-3.8076, 1.3608, 2.6038]], "forces_ev_per_angstrom": [[-0.128, 0.445, 0.264], [0.383, -0.641, -0.031], [0.126, 0.044, -0.331], [-0.152, -0.044, -0.518], [0.344, 0.088, 0.199], [0.001, -0.203, -0.261], [-0.099, 0.277, -0.138], [-0.144, -0.222, -0.064], [0.170, 0.012, -0.097], [-0.075, 0.150, -0.070], [-0.040, -0.285, 0.491], [-0.886, -0.499, 0.022], [-0.616, 1.190, -1.321], [0.031, -0.171, 0.139], [-0.134, 0.048, 0.112], [-0.048, -0.082, -0.203], [0.130, -0.471, 0.358], [0.437, -0.284, 0.212], [0.300, 0.191, -0.036], [-0.985, -0.512, 0.640], [0.846, 0.472, -0.218], [0.326, 0.152, -0.010], [-0.004, 0.255, -0.383], [-0.109, 1.086, -0.323], [0.131, -0.772, 0.333], [0.112, -0.368, 0.176], [0.045, -0.332, 0.225], [1.015, -0.707, -0.172], [-0.595, 0.595, 0.378], [-0.261, 0.227, 0.230], [-0.219, 0.262, 0.132], [-0.083, -0.161, -0.030], [0.021, 0.109, 0.230], [-0.078, 0.190, -0.087], [0.024, 0.078, 0.301], [0.079, -0.181, -0.202], [-0.116, 0.119, -0.264], [0.091, -0.019, 0.251], [0.123, -0.171, -0.036], [-0.173, 0.011, -0.074], [0.078, -0.127, -0.264], [0.148, 0.133, 0.204], [-0.231, -0.082, -0.058], [0.155, 0.109, 0.158], [-0.104, 0.079, -0.005], [0.143, -0.059, -0.104], [0.049, 0.109, 0.245], [-0.209, -0.031, 0.053], [0.053, 0.074, -0.161], [-0.232, -0.127, -0.122], [0.162, -0.047, 0.291], [-0.031, 0.183, -0.214], [0.075, -0.047, 0.238], [0.115, 0.045, -0.158], [-0.170, -0.140, 0.035], [0.130, -0.006, 0.183], [0.063, 0.167, -0.094], [0.016, -0.110, -0.051]], "total_charge": -1, "energy_ev": -99667.1559, "homo_lumo_gap_ev": [5.855, 5.974], "multiplicity": 8}